Record 1
The following is a DFT calculation (ωB97M-V with the def2-TZVPD basis set) of a cluster of 4 separate species, C20H48BF3INO15P3 in total in a non-equilibrium geometry.

HOMO energy   -4.7 eV
Total energy   -3620.39429 Eh
Frontier orbital gap   6.42 eV
E_LUMO   1.7 eV
Total charge   -1

Last column: Mulliken charge in e.
Positions of all 92 atoms, in Å:
H  -7.11  3.94  -10.02  0.23
O  -5.10  3.64  -10.01  -0.37
H  3.98  2.17  4.44  0.30
H  4.00  0.48  5.02  0.24
C  1.39  -0.86  -1.19  -0.97
H  -0.74  -1.07  0.55  0.28
H  -5.40  0.71  -3.24  0.47
O  -0.21  0.64  4.94  -0.73
C  -2.75  -0.86  1.18  -0.04
H  1.00  -0.06  -3.11  0.62
H  -0.45  -2.13  -2.09  0.33
C  -4.34  0.66  -3.46  -1.24
H  -3.84  1.29  -0.55  0.43
H  -3.40  0.28  -10.97  0.23
H  -2.10  1.43  -10.59  0.30
H  8.21  -1.08  7.05  0.23
O  1.75  -0.38  6.31  -0.29
H  1.10  -2.74  5.83  0.20
O  7.50  -2.06  4.19  -0.31
C  0.45  -2.38  5.04  -0.67
H  2.49  0.55  -0.21  0.23
H  1.09  -1.84  -0.81  0.33
O  -0.40  -1.45  -2.76  -0.67
H  -0.96  1.15  -2.78  0.41
H  -4.52  6.01  -9.63  0.23
H  1.22  -0.29  8.28  0.23
O  -3.15  4.54  -9.08  -0.42
O  -2.37  2.24  1.29  -0.23
H  3.58  0.85  3.33  0.19
H  1.77  -0.51  0.77  0.06
H  2.34  -1.04  -1.70  0.39
N  1.62  0.05  -0.06  -0.35
C  -3.62  0.03  -2.27  -0.03
C  -0.46  0.84  -1.86  -0.95
H  0.51  1.00  7.27  0.33
H  -2.28  -0.42  2.07  -0.23
H  8.17  -3.75  3.17  0.28
B  -1.60  0.70  -0.65  1.09
F  -2.87  -4.41  0.53  -0.28
H  6.95  -1.54  8.21  0.24
C  3.50  1.19  4.36  -0.49
H  5.49  -4.57  7.03  0.23
C  1.41  0.40  7.45  -0.78
H  -0.48  -1.99  5.45  0.35
C  8.52  -3.02  3.88  -0.69
C  -6.42  3.13  -9.83  -0.64
H  -3.17  6.50  -8.58  0.24
O  -1.96  2.40  2.66  -0.47
C  -2.46  -3.38  1.28  0.11
H  -3.50  1.95  -11.57  0.32
C  7.16  -1.37  7.15  -0.59
P  -3.94  3.15  -8.96  1.06
C  -3.15  -2.25  1.53  0.36
C  -3.07  1.09  -1.31  -1.49
H  6.53  -0.56  6.78  0.24
H  -4.35  -0.58  -1.73  0.26
C  -3.18  1.32  -10.74  -0.69
H  2.24  1.06  7.72  0.23
O  2.12  1.37  4.73  -0.42
H  -1.90  1.50  3.01  0.31
H  8.87  -3.51  4.79  0.31
H  9.35  -2.46  3.44  0.24
H  -0.43  1.47  1.15  0.14
H  -0.82  2.74  0.03  0.46
P  6.20  -2.51  4.99  0.60
C  4.83  -4.32  6.21  -0.45
H  4.25  -5.20  5.92  0.26
C  -3.90  5.73  -8.78  -0.57
H  -4.01  1.67  -3.68  0.46
H  4.16  -3.51  6.48  0.20
C  -1.68  -0.78  0.07  -0.76
H  -1.93  -1.58  -0.64  0.33
H  -6.56  2.77  -8.81  0.34
H  -6.61  2.32  -10.53  0.23
H  -4.52  5.57  -7.90  0.31
I  -4.27  -0.51  -5.26  -0.10
O  1.11  -1.37  4.26  -0.21
O  -4.41  3.01  -7.58  -0.57
H  0.23  -3.19  4.34  0.25
C  -1.23  1.83  0.50  -1.00
F  -4.38  -2.40  2.13  -0.34
H  0.24  1.66  -1.64  0.36
H  -2.94  2.04  -1.84  0.48
C  0.38  -0.36  -2.25  -0.17
H  -2.84  -0.65  -2.63  0.26
O  5.19  -1.46  4.93  -0.13
P  1.15  0.10  4.86  1.33
O  5.60  -3.97  5.05  -0.37
H  -3.64  -0.26  0.97  0.34
F  -1.22  -3.62  1.73  -0.18
O  6.91  -2.59  6.46  -0.33
O  -3.90  1.65  -9.54  -0.21

=====

Record 2
The following is a DFT calculation (ωB97M-V with the def2-TZVPD basis set) of a cluster of 3 separate species, C4H13N3O in total in a non-equilibrium geometry.

HOMO energy (spin up / spin down)   -5.8 / -7.3 eV
Total energy   -399.47061 Eh
ΔE to the lowest compared entry with this formula, charge and spin   173.6 kcal/mol
Frontier orbital gap (spin up / spin down)   5.90 / 7.80 eV
E_LUMO (spin up / spin down)   0.1 / 0.5 eV

Last column: Mulliken charge in e.
Positions of all 21 atoms, in Å:
C  -1.77  -0.47  -1.05  0.77
H  -0.70  -2.15  -1.90  0.32
H  2.77  -1.21  0.56  0.25
H  3.61  -0.06  1.63  0.28
H  -1.89  1.23  1.05  0.36
H  -2.45  -2.16  -2.21  0.34
H  0.43  2.34  -0.57  0.28
H  -0.94  -0.08  1.78  0.31
N  -0.23  0.57  -0.07  0.05
C  2.62  -0.37  1.26  -0.75
N  -0.07  1.58  -1.03  -0.75
C  -0.88  0.85  1.21  -0.96
O  -2.73  0.21  -1.30  -0.46
H  -1.82  -2.55  -0.59  0.28
C  -1.68  -1.92  -1.47  -1.16
H  -0.26  1.56  1.76  0.38
H  -0.99  1.82  -1.41  0.25
H  0.60  -0.20  -0.19  0.47
N  1.92  0.74  0.65  -0.69
H  2.05  -0.74  2.11  0.26
H  2.42  1.02  -0.19  0.18

=====

Record 3
The following is a DFT calculation (ωB97M-V with the def2-TZVPD basis set) of a cluster of 2 separate species, C25H51BrClN2O11 in total in a non-equilibrium geometry.

HOMO energy   -5.9 eV
Total energy   -4953.79441 Eh
Frontier orbital gap   7.43 eV
E_LUMO   1.6 eV
Total charge   -1

Last column: Mulliken charge in e.
Positions of all 91 atoms, in Å:
C  -2.39  -3.33  -2.32  -0.15
C  -5.43  1.27  -0.49  -0.21
C  -0.52  0.84  -0.05  -0.07
H  6.85  -1.39  -0.66  0.26
C  2.47  1.44  2.59  -0.41
C  2.52  2.97  2.00  -0.43
O  -7.00  4.49  1.21  -0.67
N  -3.58  -3.28  0.55  -0.56
H  -6.73  0.44  1.87  0.32
H  -4.62  -4.97  -1.23  0.37
C  2.89  0.28  1.51  0.27
O  -8.58  4.62  -0.55  -0.67
C  3.22  -1.52  -0.87  -0.35
C  3.48  3.17  0.69  0.12
C  7.12  -1.56  0.47  0.33
H  0.17  -0.26  -1.96  0.34
H  -2.35  -3.68  -3.46  0.33
H  -3.07  -2.41  0.88  0.31
H  2.93  3.75  -1.91  0.17
O  -1.17  -1.51  -0.87  -0.05
H  -4.27  -3.05  -0.20  0.28
H  3.29  1.40  3.46  0.40
H  -5.17  1.55  -2.81  0.33
H  -4.91  1.76  0.46  0.24
C  -1.03  -2.48  -1.96  -0.53
C  3.68  4.44  -1.29  -0.54
C  -3.51  0.04  -2.05  0.47
H  -4.89  0.01  1.75  0.07
O  -6.28  4.33  -1.05  -0.63
H  5.10  -2.98  -1.04  0.36
H  -6.18  -1.36  1.63  0.23
H  4.60  3.14  1.08  0.15
C  -4.50  1.34  -1.84  -0.85
H  -1.00  3.25  3.81  0.23
H  -0.20  -3.27  -1.66  0.21
H  -1.53  -4.00  0.45  0.07
H  3.46  -3.73  -0.28  0.28
O  -3.90  -5.28  -1.86  -0.58
H  -3.63  -0.68  -1.14  -0.35
H  -1.61  3.76  1.97  0.25
H  -3.94  -0.54  -3.00  0.53
C  1.77  0.06  0.30  -0.48
H  -1.13  0.67  3.14  0.25
H  2.90  -0.77  2.10  0.31
C  4.16  -2.78  -0.32  -0.67
H  1.44  1.27  3.13  0.06
O  0.46  0.29  0.91  -0.16
Cl  -7.23  4.96  -0.14  1.66
H  6.29  -0.27  2.30  0.21
H  -1.92  1.61  -2.56  0.45
C  -5.96  -0.25  1.32  -0.44
O  1.95  -1.37  -0.12  -0.20
H  -3.39  -2.74  -2.21  0.00
H  2.92  -1.83  -1.99  0.22
H  2.00  0.69  -0.66  0.22
O  3.30  4.56  0.14  -0.41
H  4.74  3.90  -1.30  0.26
H  -3.82  2.31  -1.73  0.16
C  -1.95  0.98  0.82  0.30
N  4.73  -2.55  1.06  -0.20
C  -1.37  2.91  2.74  -0.82
H  6.14  0.53  0.54  0.02
C  -1.95  0.45  -2.38  -0.87
Br  -0.08  2.76  -0.58  -0.07
H  1.42  3.36  1.88  0.04
H  3.84  -0.53  -0.98  0.22
C  -2.57  -4.72  -1.45  -0.23
C  -0.84  -0.12  -1.33  0.00
C  6.25  -2.84  1.08  -0.94
C  -2.62  -4.38  0.16  -0.44
H  -0.65  -2.01  -2.98  0.41
H  7.84  0.44  1.38  0.34
O  8.57  -1.86  0.65  -0.54
H  6.52  -3.81  0.44  0.29
C  -1.46  1.48  2.34  0.07
H  -1.79  -5.55  -1.74  0.33
O  -5.97  -0.06  -0.17  -0.40
H  -2.70  1.74  0.34  0.20
H  -2.87  -5.41  0.71  0.30
H  6.64  -3.07  2.17  0.32
H  -6.38  1.97  -0.71  0.21
H  8.98  -1.73  -0.26  0.35
O  -7.07  6.40  -0.19  -0.69
H  -1.70  -0.04  -3.44  0.23
H  -2.41  -0.11  0.97  -0.58
H  4.34  -3.34  1.65  0.27
C  6.82  -0.14  1.25  -0.65
H  3.00  3.64  2.87  0.35
H  3.27  2.44  -0.20  0.06
H  3.98  0.40  1.07  -0.40
H  3.82  5.48  -1.81  0.26

=====

Record 4
The following is a DFT calculation (ωB97M-V with the def2-TZVPD basis set) of a cluster of 3 separate species, C3H13NO2 in total in a non-equilibrium geometry.

HOMO energy   -8.9 eV
Total energy   -327.25928 Eh
ΔE to the lowest compared entry with this formula, charge and spin   51.8 kcal/mol
Frontier orbital gap   9.66 eV
E_LUMO   0.7 eV

Last column: Mulliken charge in e.
Positions of all 19 atoms, in Å:
C  0.57  0.60  -1.66  -0.82
H  0.59  0.02  0.84  0.49
O  1.32  -0.39  1.38  -0.67
H  1.20  -0.42  -1.47  0.21
H  -1.82  -0.07  0.67  0.30
H  1.57  -2.93  3.57  0.31
H  -2.14  -0.40  -0.96  0.36
H  -1.76  1.88  -1.92  0.37
O  1.63  -3.81  3.30  -0.64
H  -0.55  3.04  -1.23  0.23
H  1.85  0.32  1.84  0.29
H  -0.57  -1.05  -0.29  0.47
N  -0.49  0.97  -0.62  -0.21
C  -1.28  -0.27  -0.29  -1.09
H  0.05  0.42  -2.62  0.37
C  -1.22  2.11  -0.97  -0.98
H  1.40  1.43  -1.80  0.30
H  1.36  -3.94  2.35  0.33
H  -1.70  2.49  -0.13  0.38